{"formula": "C17H34O2P2Sr", "method": "ωB97M-V/def2-TZVPD", "total_energy_ha": -1531.8456, "total_charge": 0, "multiplicity": 1, "species": ["P", "P", "C", "C", "H", "H", "H", "H", "C", "H", "H", "H", "C", "H", "H", "H", "C", "H", "H", "H", "C", "H", "H", "H", "Sr", "C", "C", "C", "C", "C", "C", "C", "C", "C", "H", "H", "H", "H", "H", "H", "H", "H", "H", "H", "H", "H", "H", "H", "H", "C", "O", "C", "O", "H", "H", "H"], "coordinates": [[-0.570, 0.207, -3.141], [-1.800, -2.178, -1.332], [-1.299, -1.291, -4.006], [-2.292, -2.077, -3.134], [-0.447, -1.919, -4.324], [-1.798, -0.896, -4.905], [-3.302, -1.630, -3.160], [-2.364, -3.122, -3.472], [-0.628, -3.572, -1.466], [-0.334, -3.891, -0.463], [0.271, -3.286, -2.021], [-1.127, -4.394, -1.987], [-3.257, -2.969, -0.602], [-3.438, -3.927, -1.106], [-4.129, -2.313, -0.719], [-3.068, -3.134, 0.465], [0.643, 0.755, -4.381], [1.114, 1.677, -4.015], [0.142, 0.939, -5.341], [1.414, -0.019, -4.500], [-1.967, 1.348, -3.425], [-2.838, 1.058, -2.825], [-2.229, 1.323, -4.491], [-1.661, 2.362, -3.143], [0.225, 2.622, 3.833], [-0.778, -1.059, 1.472], [0.405, -1.531, 1.053], [1.092, -1.359, -0.254], [2.131, -0.234, -0.343], [1.542, 1.124, -0.543], [0.270, 1.534, -0.377], [-0.996, 0.756, -0.279], [-1.472, 0.212, 1.093], [2.294, 3.884, 3.190], [-1.252, -1.574, 2.320], [0.909, -2.246, 1.707], [0.413, -1.211, -1.106], [1.606, -2.308, -0.488], [2.777, -0.300, 0.541], [2.803, -0.415, -1.201], [2.281, 1.898, -0.777], [0.104, 2.624, -0.299], [-0.925, -0.147, -0.926], [-1.813, 1.354, -0.723], [-1.398, 1.019, 1.847], [-2.558, 0.002, 1.034], [2.351, 4.789, 3.819], [2.297, 4.200, 2.128], [3.224, 3.310, 3.350], [3.162, 2.305, 7.521], [2.908, 1.345, 6.445], [2.019, 1.771, 5.548], [1.704, 0.970, 4.618], [3.523, 1.729, 8.373], [2.218, 2.840, 7.758], [3.898, 3.043, 7.161]], "mulliken_charge": [1.62, 1.75, -1.37, -1.27, 0.39, 0.58, 0.40, 0.53, -1.52, 0.36, 0.33, 0.52, -1.43, 0.42, 0.39, 0.35, -1.39, 0.37, 0.43, 0.37, -1.65, 0.36, 0.50, 0.37, 1.56, -0.55, -0.36, 0.45, -0.95, -0.54, -0.35, 0.04, -0.66, -1.58, 0.50, 0.40, -1.00, 0.67, 0.39, 0.44, 0.45, 0.39, -1.70, 0.52, 0.01, 0.44, 0.36, 0.34, 0.26, -0.52, -0.13, -0.24, -0.76, 0.21, 0.25, 0.24]}